[1]
A cluster of 2 separate species, C4H7N3S in total at a distorted geometry, computed with ωB97M-V/def2-TZVPD.

## Properties
- LUMO: 0.53 eV
- E_HOMO: -8.166 eV
- SMILES string: C=N/N=N/SC.C#C
- Relative energy (zero: lowest compared OMol25 entry of this formula, charge and spin): 181.0 kcal/mol

CARTESIAN COORDINATES (ANGSTROEM)
C1 0.32212 -2.73134 -0.68310
N1 0.32186 -1.48056 -0.53437
N2 -0.66713 -0.74057 -0.44042
N3 -1.11668 -0.03136 0.43213
S1 -2.00364 1.40537 0.22839
C2 -1.71684 1.68616 1.96831
H1 1.35170 -3.17451 -0.87122
H2 -0.49869 -3.42903 -0.58974
H3 -0.64955 1.81346 1.84063
H4 -1.93818 0.84724 2.65734
H5 -2.12962 2.57997 2.39552
C3 2.70104 0.46236 -1.54961
C4 1.59338 0.92776 -1.74987
H6 3.55604 0.28755 -1.05829
H7 0.87420 1.57750 -2.04572

***

[2]
A structure of composition C37H40IN8O10 at a distorted geometry, computed with ωB97M-V/def2-TZVPD.

## Properties
- LUMO: -4.23 eV
- E_HOMO: -11.452 eV
- Charge: +1

CARTESIAN COORDINATES (ANGSTROEM)
C1 -4.16361 -4.29931 -4.39192
C2 -5.20974 -3.42519 -5.16007
C3 -5.45264 -2.14299 -4.33025
N1 -5.13432 -0.81678 -4.94431
C4 -5.32100 0.00557 -3.83989
N2 -4.52704 0.89248 -3.34770
I1 -2.69765 1.30286 -4.21431
N3 -6.57227 -0.39007 -3.32107
C5 -6.86155 -1.78747 -3.81686
C6 -7.98200 -1.60211 -4.89852
C7 -9.36152 -1.63727 -4.15687
H1 -3.72658 -5.05168 -5.07167
H2 -4.60109 -4.79848 -3.51349
H3 -3.30924 -3.69096 -4.04092
H4 -6.15259 -3.96392 -5.32460
H5 -4.70934 -3.15873 -6.10850
H6 -4.80027 -2.13584 -3.43338
H7 -4.24115 -0.74466 -5.42789
H8 -4.81293 1.40022 -2.51394
H9 -7.30880 0.27725 -3.53204
H10 -7.25682 -2.32458 -2.94310
H11 -7.81444 -0.63252 -5.40321
H12 -7.92772 -2.36818 -5.69266
H13 -9.50032 -2.67610 -3.80920
H14 -10.18741 -1.33134 -4.81454
H15 -9.26847 -0.97472 -3.27974
C8 1.65362 0.72873 1.79363
C9 1.93071 1.87501 1.05940
C10 1.21901 2.14636 -0.09579
C11 0.22810 1.26179 -0.50210
C12 -0.05215 0.10934 0.22063
C13 0.66700 -0.15439 1.37250
N4 -0.53987 1.55574 -1.70418
O1 -0.26219 2.56283 -2.33243
O2 -1.43489 0.77943 -2.03223
H16 2.20747 0.52305 2.69796
H17 2.70146 2.55734 1.39129
H18 1.44020 3.04042 -0.66255
H19 -0.82037 -0.58043 -0.10001
H20 0.45881 -1.04700 1.94700
C14 6.76104 -1.50083 6.02441
C15 7.04166 -0.35498 5.29098
C16 6.32753 -0.07924 4.13610
C17 5.33437 -0.95730 3.73095
C18 5.05156 -2.10719 4.45018
C19 5.77061 -2.37701 5.60203
N5 4.55892 -0.65705 2.52381
O3 4.84066 0.35211 1.90163
O4 3.66952 -1.43025 2.21100
H21 7.31666 -1.71126 6.93068
H22 7.81561 0.32528 5.62218
H23 6.54966 0.81414 3.56931
H24 4.27953 -2.79199 4.12877
H25 5.55696 -3.26946 6.17500
C20 -1.50930 5.65732 -1.05839
C21 -0.31648 5.42801 -1.73253
C22 0.59227 6.46275 -1.90236
C23 0.29582 7.71517 -1.39018
C24 -0.89349 7.95661 -0.72294
C25 -1.79969 6.92000 -0.55801
N6 1.26811 8.80611 -1.54769
O5 2.29396 8.56364 -2.15543
O6 0.99095 9.88399 -1.05835
H26 -2.21636 4.84676 -0.92110
H27 -0.09487 4.43964 -2.12250
H28 1.51970 6.28048 -2.42760
H29 -1.12316 8.93675 -0.32873
H30 -2.73127 7.09571 -0.03574
C26 5.28200 0.72545 11.56200
C27 3.89685 0.67832 11.65024
C28 3.14494 0.27372 10.55806
C29 3.79294 -0.08444 9.38702
C30 5.17353 -0.03463 9.28429
C31 5.91934 0.37347 10.37919
N7 3.00216 -0.53673 8.23629
O7 1.79168 -0.55072 8.35082
O8 3.60443 -0.87635 7.23188
H31 5.86715 1.03675 12.41853
H32 3.40300 0.95452 12.57259
H33 2.06706 0.23907 10.63298
H34 5.67496 -0.31020 8.36675
H35 6.99881 0.41412 10.31260
C32 1.21482 -2.11026 -5.99342
C33 1.88572 -3.13043 -6.65479
C34 1.66941 -4.45237 -6.29359
C35 0.77713 -4.73684 -5.27310
C36 0.10853 -3.72826 -4.60113
C37 0.33046 -2.40951 -4.96466
N8 0.52408 -6.13596 -4.90272
O9 1.13934 -6.99733 -5.49758
O10 -0.29261 -6.34768 -4.02352
H36 1.38125 -1.07918 -6.28130
H37 2.57552 -2.89576 -7.45473
H38 2.19435 -5.24238 -6.81240
H39 -0.58322 -3.95490 -3.80151
H40 -0.19051 -1.61313 -4.44675

***

[3]
A structure of composition C28H45BrN2OOsP2 at a distorted geometry, computed with ωB97M-V/def2-TZVPD.

## Properties
- LUMO (alpha / beta): -11.52 / -13.26 eV
- E_HOMO (alpha / beta): -18.508 / -18.431 eV
- Relative energy (zero: lowest compared OMol25 entry of this formula, charge and spin): 0.0 kcal/mol
- Charge: +4
- Expectation value of S²: 6.03
- Multiplicity: 5

CARTESIAN COORDINATES (ANGSTROEM)
C1 -0.64809 7.08344 -3.75145
C2 -0.85389 5.72133 -4.03570
C3 -1.13663 5.35888 -5.36499
C4 -1.21460 6.36476 -6.33954
N1 -1.02572 7.65094 -6.04359
C5 -0.74534 8.01715 -4.79289
C6 -0.77625 4.73465 -2.99229
C7 -0.69218 3.89812 -2.10610
C8 -0.48651 2.94759 -1.06652
C9 0.64061 3.07263 -0.22731
C10 0.84048 2.19695 0.83109
C11 -0.06805 1.13532 1.00656
C12 -1.21164 1.00066 0.20428
C13 -1.39913 1.89418 -0.84898
Os1 0.22343 -0.24347 2.53034
P1 1.99820 -1.19282 1.58224
H1 -1.30184 4.32169 -5.64520
H2 -0.42314 7.42030 -2.74274
H3 -1.43773 6.11295 -7.38165
H4 -0.59261 9.08344 -4.59709
H5 -2.26367 1.78434 -1.50733
H6 1.34986 3.88069 -0.41391
H7 -1.95100 0.22468 0.43262
H8 1.66626 2.34666 1.52989
C14 2.46718 -2.84723 2.23421
C15 3.30997 -3.70927 1.29670
H9 1.51863 -3.34461 2.48454
H10 2.99761 -2.66293 3.17926
H11 3.54496 -4.67595 1.76094
H12 2.77458 -3.91456 0.36367
H13 4.26172 -3.22215 1.05902
C16 1.67560 -1.39803 -0.21859
C17 2.66592 -0.71737 -1.15686
H14 0.67116 -0.97372 -0.37936
H15 1.59504 -2.47154 -0.43398
H16 2.37719 -0.91326 -2.19876
H17 2.66322 0.37156 -1.01980
H18 3.69415 -1.08187 -1.03146
C18 3.48442 -0.13129 1.83280
C19 4.87172 -0.76064 1.76010
H19 3.35878 0.31951 2.82801
H20 3.38880 0.68469 1.10339
H21 5.61750 0.02289 1.95459
H22 5.00675 -1.53823 2.52140
H23 5.09331 -1.18326 0.77308
Br1 -1.12031 -2.14222 2.87045
P2 -2.59778 -3.63312 -1.74164
C20 -0.74338 -3.74420 -1.65827
C21 -0.28903 -5.19408 -1.85141
H24 -0.41139 -3.34182 -0.68879
H25 -0.33990 -3.09787 -2.45413
H26 0.77906 -5.24279 -2.09247
H27 -0.45651 -5.78360 -0.94180
H28 -0.83918 -5.66683 -2.67518
C22 -3.06048 -3.38774 0.03864
C23 -4.46779 -3.91713 0.32936
H29 -2.95500 -2.32748 0.32247
H30 -2.31378 -3.95800 0.61062
H31 -4.60507 -4.05468 1.40730
H32 -5.24550 -3.22855 -0.01785
H33 -4.61941 -4.88729 -0.15800
C24 -2.83473 -1.92999 -2.42743
C25 -3.06764 -1.96146 -3.94092
H34 -1.96933 -1.30672 -2.15726
H35 -3.72011 -1.53623 -1.90796
H36 -3.48384 -1.00967 -4.28536
H37 -2.13675 -2.13641 -4.49008
H38 -3.77806 -2.75081 -4.20967
C26 -1.11328 1.21586 4.49712
N2 0.04087 1.15285 5.40291
C27 -0.15824 1.49118 6.80788
C28 1.26575 1.08717 4.90660
O1 1.42449 0.76112 3.68351
H39 -1.88258 0.51374 4.83626
H40 -0.81740 1.04502 3.42455
H41 -1.51885 2.23800 4.52928
H42 0.40732 0.80650 7.44831
H43 0.17789 2.51317 7.02037
H44 -1.21328 1.40646 7.05610
H45 2.13418 1.33981 5.53381

***

[4]
A structure of composition CH2N3O2P at a distorted geometry, computed with ωB97M-V/def2-TZVPD.

## Properties
- LUMO: -2.09 eV
- E_HOMO: -10.289 eV
- Relative energy (zero: lowest compared OMol25 entry of this formula, charge and spin): 63.1 kcal/mol

CARTESIAN COORDINATES (ANGSTROEM)
C1 -0.02135 -1.25110 -2.42292
N1 0.08918 -0.53063 -1.47763
N2 1.07119 0.81351 0.59842
N3 -1.07368 -0.31989 0.47533
O1 -0.68025 -0.64811 1.59215
O2 -2.19863 -0.54243 0.06097
P1 -0.38163 1.21349 -0.10863
H1 1.85741 1.36886 0.68402
H2 1.33776 -0.10370 0.59830

***

no.,total energy (eV)
1,-19559.930
2,-79492.909
3,-125837.152
4,-18917.430